Molecular formula: C46H82F5N4O17P2S5
Method: DFT, ωB97M-V/def2-TZVPD

## Properties
Charge: +1
E, eV: -176136.740
Lowest unoccupied orbital energy, eV: -2.442

Cartesian coordinates (Å):
S1 -0.301 0.185 9.964
S2 -2.622 -2.743 6.454
S3 -4.153 3.670 -0.909
S4 3.967 7.260 4.312
S5 5.978 -2.382 -6.628
P1 -1.299 1.636 -3.453
P2 2.225 2.042 -0.158
F1 -2.956 -2.183 -5.982
F2 -3.293 -0.500 -4.659
F3 -0.587 -2.289 -5.654
F4 -0.272 -0.192 -5.897
F5 -2.604 -0.185 -6.684
O1 -1.809 1.686 -4.817
O2 -1.485 0.091 9.140
O3 -3.255 -2.399 5.203
O4 -0.768 3.095 -3.062
O5 -4.815 2.515 -0.363
O6 2.902 -0.375 -4.538
O7 -2.427 1.313 -2.369
O8 4.147 8.593 3.802
O9 4.007 6.994 5.726
O10 -2.692 3.709 -0.939
O11 -0.047 -0.800 10.981
O12 2.778 3.491 -0.569
O13 1.520 2.137 1.122
O14 -1.182 -2.731 6.584
O15 3.501 1.085 -0.056
O16 6.259 -1.485 -5.531
O17 6.266 -3.788 -6.516
N1 2.122 -0.446 -2.401
N2 -0.047 -0.549 -1.132
N3 -0.637 -0.957 -3.770
N4 0.809 -2.832 -3.510
C1 -5.540 5.341 -2.446
C2 -4.715 -1.547 -1.784
C3 1.671 -4.946 -2.589
C4 -3.344 -1.777 7.769
C5 1.110 -0.921 1.182
C6 -3.254 -4.337 7.003
C7 6.718 -1.719 -8.129
C8 4.279 -2.147 -7.127
C9 2.459 6.546 3.634
C10 -0.429 -2.145 3.572
C11 1.271 1.846 8.683
C12 -4.755 5.162 -0.136
C13 -4.767 4.019 -2.561
C14 4.253 4.905 3.189
C15 2.902 5.429 2.682
C16 1.219 -4.020 -3.697
C17 -5.679 -2.232 -2.493
C18 1.360 -4.597 -5.080
C19 -3.964 -3.507 -3.547
C20 0.880 0.202 -2.076
C21 -2.508 -0.972 -5.617
C22 -0.209 1.839 10.665
C23 -4.523 -2.620 8.247
C24 -4.911 6.142 -1.296
C25 5.098 6.140 3.488
C26 1.044 2.487 10.060
C27 2.829 -1.505 -1.688
C28 1.097 1.642 -1.525
C29 -0.026 -0.343 0.367
C30 1.012 -2.435 1.503
C31 1.123 0.342 8.892
C32 2.965 0.106 -3.435
C33 0.015 0.304 -3.379
C34 -2.972 -2.822 -2.862
C35 0.891 -2.664 3.009
C36 -6.349 -3.970 -4.172
C37 -0.976 -1.082 -5.174
C38 -0.410 -2.229 -3.039
C39 -0.238 -1.985 -1.506
C40 -3.382 -1.844 -1.966
C41 5.549 -1.370 -9.061
C42 4.341 -1.039 -8.172
C43 -4.009 -4.065 8.310
C44 3.960 1.196 -3.157
C45 -1.541 -3.260 -3.138
C46 -5.304 -3.226 -3.387
H1 0.154 2.034 -1.154
H2 -2.414 -5.015 7.138
H3 -0.157 1.750 11.747
H4 5.946 5.949 4.141
H5 2.098 -0.697 0.799
H6 -5.508 5.890 -3.385
H7 0.927 3.567 9.988
H8 4.738 4.259 2.458
H9 1.976 -0.075 9.426
H10 1.719 -2.164 3.516
H11 4.694 0.886 -2.416
H12 -4.050 5.484 0.626
H13 5.312 -2.225 -9.695
H14 -2.190 1.696 -1.508
H15 -3.329 -4.172 9.157
H16 -1.119 -2.278 -0.943
H17 -5.874 -4.547 -4.962
H18 -3.908 4.106 -3.224
H19 2.157 4.637 2.629
H20 0.997 -3.727 3.226
H21 2.507 -5.566 -2.899
H22 -0.542 -2.428 4.609
H23 7.381 -2.472 -8.547
H24 2.250 2.095 8.277
H25 4.106 4.326 4.103
H26 -0.457 -1.054 3.535
H27 -0.935 -0.844 0.709
H28 -5.525 6.994 -1.011
H29 4.481 1.423 -4.080
H30 2.915 -2.382 -2.326
H31 2.374 -1.818 -0.761
H32 3.482 2.113 -2.816
H33 -2.594 -1.666 8.543
H34 0.477 -5.205 -5.286
H35 1.901 7.331 3.130
H36 -1.269 -2.510 2.981
H37 -4.987 -0.771 -1.083
H38 -6.948 -4.617 -3.538
H39 -2.675 -1.285 -1.375
H40 4.496 -0.075 -7.682
H41 3.853 -1.199 -1.462
H42 1.935 -2.912 1.168
H43 0.575 -2.595 -1.152
H44 0.514 2.199 7.980
H45 -5.715 4.919 0.319
H46 0.685 0.647 -4.167
H47 -1.531 -3.752 -4.106
H48 1.474 -3.814 -5.820
H49 -5.349 -2.551 7.535
H50 -3.628 -0.803 7.382
H51 1.054 -0.400 2.135
H52 0.846 -5.632 -2.371
H53 5.431 6.629 2.573
H54 -6.718 -1.988 -2.328
H55 -3.912 -4.713 6.222
H56 -1.117 2.366 10.381
H57 3.668 3.517 -0.935
H58 -0.201 0.700 0.613
H59 -3.697 -4.291 -4.243
H60 7.291 -0.838 -7.848
H61 -3.932 6.519 -1.599
H62 3.690 -1.892 -6.249
H63 -1.308 -4.045 -2.413
H64 -4.884 -2.277 9.215
H65 5.808 -0.540 -9.715
H66 1.904 -4.409 -1.675
H67 1.379 2.253 -2.378
H68 -1.231 3.483 -2.299
H69 0.941 -0.220 7.979
H70 4.343 1.522 -0.215
H71 -6.588 5.137 -2.221
H72 1.879 6.160 4.470
H73 -0.966 -0.167 -1.384
H74 3.022 5.831 1.673
H75 -5.391 3.187 -2.876
H76 2.213 -5.272 -5.138
H77 0.148 -2.899 1.029
H78 3.929 -3.084 -7.560
H79 -6.994 -3.253 -4.677
H80 1.906 2.293 10.700
H81 3.416 -0.980 -8.743
H82 -4.819 -4.778 8.447

Forces on the atoms, in the same order (eV/Å):
S 0.20 0.05 0.02
S -0.25 -0.05 0.54
S -0.47 0.04 -0.23
S 0.00 -0.03 -0.12
S -0.08 0.00 -0.18
P -0.75 0.91 -1.35
P -0.17 0.82 1.34
F -0.06 0.07 0.21
F -0.08 -0.23 0.02
F -0.08 -0.04 0.07
F -0.05 0.08 0.10
F -0.03 -0.14 0.07
O 0.04 -0.40 0.06
O 0.05 0.11 0.14
O 0.20 0.00 -0.10
O 0.28 -0.41 0.50
O 0.36 -0.09 0.08
O -0.01 0.25 0.34
O 0.67 -0.53 0.59
O 0.01 0.05 0.09
O 0.00 0.04 0.03
O 0.22 -0.16 0.14
O -0.14 -0.08 -0.02
O 0.30 -0.34 -0.22
O -0.25 -0.22 -0.25
O 0.02 0.02 -0.13
O -0.10 0.05 -0.56
O 0.03 -0.04 0.07
O 0.05 0.00 0.18
N 0.05 -0.27 0.90
N 0.00 -0.29 0.06
N -0.90 0.07 0.15
N -1.52 -1.20 -1.06
C 0.01 0.01 0.11
C -0.11 0.10 0.10
C -0.64 -0.21 0.01
C -0.39 -0.16 0.06
C -0.02 -0.50 0.22
C -0.11 -0.16 0.17
C -0.03 0.10 -0.26
C -0.26 0.11 -0.06
C -0.13 -0.19 -0.18
C 0.44 0.14 -0.36
C -0.08 0.02 0.07
C 0.09 0.31 -0.01
C -0.09 0.21 -0.16
C -0.08 0.07 0.04
C 0.01 -0.01 0.01
C 0.60 0.55 0.27
C -0.03 0.14 0.16
C 0.74 -0.03 0.09
C 0.03 -0.20 -0.12
C 0.08 0.59 -0.29
C 0.15 0.43 -0.22
C 0.14 0.24 0.02
C 0.00 -0.09 -0.13
C 0.03 -0.09 -0.13
C 0.04 -0.23 -0.10
C 0.00 -0.07 -0.04
C 0.56 -0.19 -0.27
C 0.06 -0.86 -0.04
C -0.35 -0.35 0.65
C 0.40 0.36 0.34
C 0.14 0.14 -0.17
C -0.40 -0.59 -1.22
C -0.03 0.54 0.25
C 0.11 0.00 0.03
C -0.21 0.08 0.06
C 0.34 0.34 -0.30
C 0.48 -0.27 -0.45
C 2.17 0.27 0.71
C -0.53 0.37 0.04
C 0.51 -0.05 0.06
C -0.03 -0.02 0.08
C 0.13 0.01 -0.02
C 0.01 0.06 0.01
C 0.16 0.23 0.12
C -0.59 -0.06 0.01
C -0.53 -0.09 0.06
H 0.02 0.23 0.06
H 0.06 0.03 -0.10
H -0.07 -0.08 0.01
H -0.02 0.10 0.06
H 0.00 0.28 -0.14
H 0.01 -0.01 -0.02
H 0.00 0.01 0.01
H 0.00 -0.02 0.01
H -0.02 -0.03 0.04
H 0.12 -0.02 0.00
H -0.02 -0.11 0.06
H 0.04 -0.10 0.02
H 0.00 -0.02 0.02
H -0.63 0.28 0.11
H 0.02 0.02 0.00
H -0.07 -0.11 -0.06
H -0.05 -0.26 0.05
H 0.05 -0.05 0.04
H 0.00 -0.01 -0.03
H -0.02 -0.09 -0.03
H 0.15 0.02 0.04
H -0.12 -0.05 -0.02
H 0.04 -0.03 0.09
H 0.01 0.01 0.00
H 0.03 -0.01 0.01
H -0.09 0.08 0.02
H -0.09 -0.10 -0.17
H 0.00 0.00 0.01
H 0.05 -0.09 -0.09
H -0.12 -0.06 -0.09
H -0.16 0.21 0.10
H -0.09 -0.03 0.07
H 0.07 0.03 -0.02
H -0.16 0.12 -0.05
H 0.03 0.08 0.07
H -0.15 -0.14 0.14
H -0.09 0.06 0.04
H -0.09 -0.08 0.01
H 0.05 0.17 0.00
H -0.04 0.00 0.03
H -0.03 0.17 0.20
H -0.14 -0.26 -0.27
H 0.24 0.12 -0.02
H 0.00 -0.02 -0.02
H 0.01 -0.09 0.00
H 0.16 -0.11 -0.01
H 0.14 0.11 -0.13
H -0.23 0.06 -0.10
H -0.01 0.02 0.01
H 0.12 0.02 -0.06
H 0.01 0.26 -0.04
H 0.00 -0.09 0.05
H -0.01 0.05 0.01
H -0.13 -0.06 -0.13
H 0.02 0.07 -0.06
H -0.04 -0.08 -0.04
H -0.03 0.24 -0.15
H 0.36 0.25 -0.42
H 0.14 -0.01 -0.11
H -0.01 -0.01 0.10
H 0.01 0.03 0.03
H 0.05 -0.02 0.05
H 0.26 -0.01 0.03
H 0.01 0.01 0.01
H 0.01 0.00 -0.01
H 0.07 0.04 0.08
H 0.01 0.14 0.01
H -0.12 0.19 -0.01
H -0.09 -0.08 0.06
H 0.15 -0.16 0.08
H 0.00 -0.01 0.02
H 0.06 0.03 0.07
H 0.04 0.20 -0.10
H 0.02 0.02 0.00
H 0.09 -0.10 0.05
H 0.05 -0.05 -0.08
H 0.03 -0.11 -0.17
H 0.06 -0.04 0.01
H -0.24 -0.02 0.09
H 0.00 -0.02 0.00
H -0.01 0.01 -0.01
H 0.00 -0.02 0.00

***

Molecular formula: CH4FOPS
Method: DFT, ωB97M-V/def2-TZVPD

## Properties
Charge: 0
E, eV: -25989.009
Lowest unoccupied orbital energy (spin up / spin down), eV: -2.351 / -2.237
ΔE to the lowest compared entry with this formula, charge and spin, eV: 4.139

Cartesian coordinates (Å):
S1 -0.036 1.701 2.420
P1 -0.744 0.403 -0.290
F1 -0.873 0.826 -1.837
O1 -1.209 -1.093 -0.073
C1 1.024 -0.027 -0.074
H1 1.023 -0.852 0.522
H2 1.490 -0.421 -0.975
H3 -2.197 -1.303 -0.154
H4 1.522 0.766 0.461

Forces on the atoms, in the same order (eV/Å):
S -0.36 -0.06 -0.33
P 1.12 1.92 1.37
F 0.13 -0.71 0.16
O -2.88 -2.05 -0.92
C -0.53 1.51 -1.96
H -0.21 -2.27 2.16
H 0.23 0.68 -0.35
H 2.05 0.68 0.28
H 0.47 0.30 -0.42

***

Molecular formula: I2O3
Method: DFT, ωB97M-V/def2-TZVPD

## Properties
Charge: 0
E, eV: -22335.169
Lowest unoccupied orbital energy (spin up / spin down), eV: -2.749 / -2.761
ΔE to the lowest compared entry with this formula, charge and spin, eV: 1.219

Cartesian coordinates (Å):
I1 -1.290 0.185 0.940
I2 2.313 0.185 0.963
O1 0.018 -0.360 -0.781
O2 -2.403 -0.004 -0.369
O3 1.362 -0.005 -0.753

Forces on the atoms, in the same order (eV/Å):
I 3.12 -0.15 0.01
I -0.22 -0.31 0.25
O -0.20 0.20 2.60
O -3.32 -0.20 -1.84
O 0.62 0.47 -1.02

***

Molecular formula: C22H38AsN4O3OsSSi
Method: DFT, ωB97M-V/def2-TZVPD

## Properties
Charge: +1
E, eV: -117542.292
Lowest unoccupied orbital energy (spin up / spin down), eV: -4.694 / -4.705
ΔE to the lowest compared entry with this formula, charge and spin, eV: 6.901

Cartesian coordinates (Å):
Os1 0.958 0.616 0.669
As1 -2.818 -1.467 -0.392
S1 1.442 2.976 4.180
Si1 -1.822 2.571 0.605
O1 0.439 -1.140 0.644
O2 1.714 2.393 0.921
O3 0.459 -1.981 -0.489
N1 1.932 0.435 3.291
N2 1.955 -0.684 -1.831
N3 0.640 0.579 5.062
N4 2.074 0.380 -0.965
C1 -3.217 -1.814 -2.275
C2 3.080 1.216 -1.348
C3 1.340 1.334 4.198
C4 0.655 -0.847 4.759
C5 0.173 -3.817 -2.409
C6 0.079 -4.820 -3.360
C7 1.217 -1.696 -1.571
C8 3.354 2.437 -0.742
C9 -0.822 1.193 1.445
C10 2.684 3.002 0.318
C11 -3.458 2.636 1.463
C12 3.945 0.798 -2.491
C13 1.846 -3.790 -4.625
C14 1.101 -2.791 -2.571
C15 3.031 4.348 0.852
C16 -4.665 -1.140 0.171
C17 1.880 -0.928 3.852
C18 -0.938 4.189 0.786
C19 1.940 -2.782 -3.683
C20 -2.047 2.185 -1.199
C21 0.914 -4.808 -4.467
C22 -2.746 -3.314 0.271
H1 -0.644 -5.614 -3.232
H2 4.762 1.502 -2.618
H3 -1.156 1.728 -1.639
H4 1.771 -1.671 3.065
H5 -5.026 -0.202 -0.252
H6 -4.705 -1.073 1.258
H7 -0.482 -3.833 -1.552
H8 -1.620 5.007 0.533
H9 -4.127 3.356 0.981
H10 -5.320 -1.950 -0.155
H11 2.662 -1.984 -3.801
H12 2.505 -3.784 -5.483
H13 -2.879 1.495 -1.357
H14 -3.886 -2.669 -2.377
H15 -2.260 3.105 -1.752
H16 4.340 -0.205 -2.332
H17 -3.338 2.943 2.507
H18 0.839 -5.592 -5.209
H19 -0.518 1.524 2.457
H20 -0.256 -1.151 4.239
H21 4.042 4.331 1.265
H22 2.783 -1.140 4.425
H23 -1.749 -3.736 0.159
H24 2.820 0.745 2.923
H25 3.012 5.084 0.046
H26 4.179 3.003 -1.151
H27 -0.012 1.017 5.691
H28 -1.431 0.289 1.469
H29 -2.993 -3.304 1.333
H30 -3.469 -3.943 -0.250
H31 -3.948 1.658 1.449
H32 -2.302 -2.006 -2.836
H33 2.336 4.629 1.636
H34 -0.075 4.257 0.118
H35 -0.586 4.340 1.811
H36 0.765 -1.445 5.659
H37 -3.703 -0.933 -2.694
H38 3.348 0.754 -3.404

Forces on the atoms, in the same order (eV/Å):
Os 1.08 -1.05 0.39
As -0.16 -0.01 0.11
S 0.06 -0.15 -0.05
Si 0.07 -0.07 0.06
O 0.16 -0.21 0.29
O 0.48 0.02 0.53
O 0.22 -0.33 -0.03
N -0.36 0.19 -0.04
N -0.14 -0.24 0.33
N -0.19 0.01 0.01
N -0.36 0.79 -0.75
C 0.03 -0.07 -0.09
C -0.46 -0.18 0.05
C 0.05 -0.37 0.06
C -0.01 0.19 -0.01
C -0.01 0.01 -0.04
C 0.01 0.01 0.02
C -0.05 0.11 -0.09
C 0.22 0.08 -0.19
C -0.28 0.90 -0.41
C -0.65 0.01 0.07
C -0.32 0.01 0.24
C 0.04 -0.04 -0.04
C 0.00 0.00 0.01
C -0.01 0.11 0.15
C 0.06 0.11 -0.01
C -0.07 0.00 0.00
C 0.07 0.06 -0.12
C 0.22 0.28 0.09
C 0.05 0.02 -0.06
C 0.00 -0.14 -0.28
C 0.02 0.00 -0.03
C 0.01 -0.02 -0.02
H 0.00 0.02 -0.01
H -0.02 -0.01 -0.02
H -0.03 0.04 -0.02
H 0.01 -0.01 -0.01
H 0.01 -0.01 0.03
H -0.01 0.03 -0.02
H 0.00 0.00 0.01
H 0.07 -0.03 0.02
H 0.05 -0.06 0.04
H 0.02 0.02 -0.01
H -0.04 -0.04 0.01
H -0.02 0.00 0.00
H 0.03 0.02 -0.02
H 0.00 0.03 0.01
H 0.00 -0.07 0.03
H 0.02 0.02 0.00
H -0.05 -0.03 -0.06
H 0.01 0.00 0.01
H 0.15 -0.05 -0.17
H -0.02 0.00 -0.03
H -0.01 0.02 -0.02
H 0.03 0.00 0.04
H -0.01 0.00 0.02
H 0.02 0.10 0.06
H 0.03 0.01 0.03
H 0.02 -0.04 0.01
H 0.03 -0.01 0.04
H -0.03 -0.03 -0.13
H 0.02 -0.01 0.00
H 0.01 0.01 0.01
H 0.00 0.07 0.01
H -0.02 0.00 0.01
H -0.02 -0.02 0.00
H -0.06 0.02 0.03
H -0.02 0.01 -0.08
H -0.01 -0.02 0.04
H 0.04 0.00 -0.02
H 0.02 0.00 0.02

***

Molecular formula: C2H10NO2
Method: DFT, ωB97M-V/def2-TZVPD

## Properties
Charge: +1
E, eV: -7812.966
Lowest unoccupied orbital energy, eV: -3.759
ΔE to the lowest compared entry with this formula, charge and spin, eV: 2.044

Cartesian coordinates (Å):
O1 -2.009 0.348 -1.354
O2 0.486 1.618 2.028
N1 -0.250 -0.402 0.451
C1 0.858 -1.510 0.159
C2 1.288 -1.320 -1.156
H1 0.139 1.993 2.864
H2 -1.138 -0.697 0.815
H3 -1.408 0.329 -2.059
H4 0.091 0.413 1.140
H5 2.159 -1.679 -1.644
H6 1.484 -1.480 1.094
H7 -0.482 0.142 -0.398
H8 0.515 -0.775 -1.749
H9 -2.735 0.699 -1.822
H10 1.003 2.320 1.630

Forces on the atoms, in the same order (eV/Å):
O -0.08 -0.32 1.45
O -0.22 0.46 0.86
N 1.68 0.73 0.39
C 1.10 4.63 -1.60
C -2.87 -0.22 3.04
H 0.18 -0.42 -0.59
H -0.45 -0.69 0.15
H 1.73 -0.30 -1.77
H -0.31 -1.69 -0.84
H 0.59 -0.49 -0.05
H -0.59 -1.38 -1.19
H -0.02 -0.68 0.65
H 1.10 -0.70 -0.03
H -2.06 0.80 -0.35
H 0.22 0.25 -0.12

***

Molar mass (g mol⁻¹)
1280.45; 114.08; 301.81; 731.88; 80.11